Entry 1:
Entry from OMol25: a 2-piece molecular cluster, C4H3O2 overall at a distorted geometry (ωB97M-V with the def2-TZVPD basis set).

Geometry as XYZ:
```
9
C4H3O2, DFT ωB97M-V with the def2-TZVPD basis set
C 1.81864 0.20812 1.30237
C -0.48039 -1.43216 0.10845
C 2.08627 0.35553 0.11560
C -0.42037 -0.70544 -0.95391
O -0.41500 -2.00027 1.12971
O 1.89871 0.79783 -0.98751
H 1.73349 -0.43289 2.11349
H -1.11107 -0.59468 -1.68801
H 0.49659 -0.02596 -1.12610
```

Computed properties:
* E: -8289.052 eV
* net charge: -1
* strongest force on any atom: 0.067 Eh/bohr
* 2S+1: 1

=====

Entry 2:
Entry from OMol25: a 16-piece molecular cluster, C29H47BCl30N2O overall at a distorted geometry (ωB97M-V with the def2-TZVPD basis set).

Geometry as XYZ:
```
110
C29H47BCl30N2O, DFT ωB97M-V with the def2-TZVPD basis set
C -6.65465 -1.11229 0.19965
C -7.31927 -0.41234 -1.02538
B -6.26211 0.14790 -2.06376
O -6.13338 -0.33987 -3.34692
C -5.30733 1.36324 -1.60908
C -6.18724 2.37176 -0.95593
N -6.91434 3.18454 -0.58425
C -4.58785 2.08471 -2.80264
C -4.07433 3.37846 -2.26070
N -3.51493 4.32269 -1.91527
C -3.46319 1.19866 -3.42814
C -2.05199 1.51563 -2.97242
C -1.53186 0.70718 -1.96256
C -0.26742 0.93403 -1.44626
C 0.48623 1.98043 -1.94934
C -0.01124 2.76479 -2.97664
C -1.28115 2.54747 -3.50944
C -1.82205 3.38670 -4.64714
H -7.38811 -1.11910 1.01185
H -6.45800 -2.15190 -0.07357
H -5.74817 -0.61019 0.54826
H -7.99909 0.36971 -0.67416
H -7.93546 -1.15153 -1.55369
H -6.09676 -1.30428 -3.29137
H -4.56962 1.05843 -0.85550
H -5.31528 2.35278 -3.57383
H -3.69858 0.15218 -3.23020
H -3.53762 1.30750 -4.51566
H -2.11886 -0.11749 -1.56767
H 0.10238 0.29037 -0.65480
H 1.47007 2.22322 -1.56211
H 0.57810 3.58605 -3.38227
H -1.11997 4.17817 -4.90819
H -1.97995 2.72615 -5.50984
H -2.78483 3.85105 -4.43267
C 2.94720 3.15069 1.50578
Cl 3.22140 4.05064 0.00688
Cl 2.36296 1.51416 1.18474
H 3.88255 3.08187 2.04358
H 2.21118 3.67740 2.10224
C 7.04211 4.12185 -0.60140
Cl 7.86660 2.68752 -1.23839
Cl 6.82398 4.02773 1.14864
H 7.64061 5.00018 -0.82805
H 6.06629 4.19756 -1.06596
C -3.42964 -2.55592 1.87460
Cl -3.17760 -1.56380 0.43012
Cl -3.88342 -4.21221 1.45060
H -2.50673 -2.58770 2.44224
H -4.21606 -2.11063 2.46928
C 7.36991 8.09872 -1.43945
Cl 5.88614 7.16566 -1.65793
Cl 8.76060 7.09293 -0.98778
H 7.60030 8.60059 -2.37173
H 7.20514 8.82582 -0.65310
C 7.32461 -0.67405 0.64682
Cl 5.77258 0.11265 0.95107
Cl 7.13399 -2.14129 -0.32096
H 7.96367 0.01690 0.10939
H 7.77513 -0.94075 1.59557
C 10.85672 -3.01349 -0.52557
Cl 10.54868 -1.46651 0.26905
Cl 11.50764 -4.20787 0.60355
H 9.92199 -3.38529 -0.93079
H 11.57614 -2.85864 -1.32106
C 4.97982 1.99702 4.76924
Cl 4.44384 3.59448 4.22272
Cl 3.61382 0.92970 5.10149
H 5.58992 1.55220 3.98972
H 5.55880 2.11884 5.67706
C -9.01057 6.02506 -1.96994
Cl -9.39977 6.75939 -3.53300
Cl -9.14583 7.19258 -0.65066
H -9.70123 5.21095 -1.78600
H -7.99408 5.65051 -2.00232
C 3.00430 4.15947 -5.79806
Cl 2.46118 2.71759 -6.66096
Cl 1.66496 4.97247 -4.97723
H 3.73810 3.86609 -5.05607
H 3.44383 4.84819 -6.51004
C -5.87723 -7.18929 2.42590
Cl -6.11597 -8.58262 3.48742
Cl -4.83967 -7.58067 1.04800
H -6.84070 -6.86655 2.05332
H -5.41118 -6.39440 2.99676
C -3.74190 -3.86061 5.26958
Cl -4.33781 -2.26495 4.78663
Cl -5.09915 -4.97020 5.47043
H -3.08346 -4.23709 4.49350
H -3.20555 -3.77705 6.20760
C -8.91174 -4.10010 2.78930
Cl -8.00165 -4.91989 4.07013
Cl -9.00914 -5.07424 1.31481
H -9.92535 -3.90637 3.13708
H -8.41181 -3.16637 2.55520
C 11.52618 -7.66650 1.85661
Cl 12.49683 -8.32538 3.17468
Cl 11.42009 -8.78776 0.49397
H 10.52595 -7.46826 2.22412
H 11.99053 -6.75053 1.51418
C 15.36840 -5.05773 1.82953
Cl 14.85039 -6.51557 0.97386
Cl 14.02636 -4.26113 2.66135
H 16.11635 -5.33833 2.56186
H 15.78859 -4.36211 1.11246
C -12.69280 -1.71877 2.99000
Cl -11.81495 -3.04865 2.21605
Cl -12.96539 -2.03028 4.70593
H -12.10738 -0.81246 2.88817
H -13.65154 -1.60425 2.49801
```

Computed properties:
* E: -412213.059 eV
* net charge: 0
* strongest force on any atom: 0.026 Eh/bohr
* 2S+1: 1